No. 1
Here is a cluster of 4 separate species, C2H13NO4 in total from the OMol25 dataset. Energies are from the ωB97M-V functional and the def2-TZVPD basis.

The geometry in XYZ format:
```
20
Properties=species:S:1:pos:R:3
C -2.895 3.301 -0.502
N -2.147 2.532 0.559
C -1.224 1.514 0.283
O -0.353 1.928 -0.836
H -3.236 2.667 -1.264
H -3.784 3.752 -0.161
H -2.264 4.183 -0.935
H -1.726 3.255 1.140
H -1.661 0.534 -0.042
H -0.536 1.118 1.197
H 0.550 1.521 -0.705
H 2.624 -0.899 2.227
H 2.397 -0.214 0.924
O 2.350 -1.011 1.375
H 0.504 -1.588 -2.080
H 1.715 -1.464 -2.857
O 1.149 -2.123 -2.364
H 2.594 -5.018 0.836
H 1.728 -5.770 1.716
O 1.958 -4.880 1.502
```

## Properties
Gap between HOMO and LUMO, eV: 9.586
HOMO energy, eV: -9.3
LUMO level, eV: 0.327
Energy, eV: -11962.920

No. 2
Here is a cluster of 5 separate species, C2H13NO4 in total from the OMol25 dataset. Energies are from the ωB97M-V functional and the def2-TZVPD basis.

The geometry in XYZ format:
```
20
Properties=species:S:1:pos:R:3
C 0.501 1.416 1.757
C -0.135 2.239 0.909
N 0.326 2.470 -0.387
H 1.263 0.712 1.473
H 0.247 1.434 2.809
H -1.175 2.434 1.145
H 1.294 2.210 -0.487
H 0.051 3.373 -0.729
H 1.414 -2.281 -0.810
H 2.886 -2.071 -0.511
O 2.081 -2.429 -0.127
H -1.180 0.547 -0.357
H -2.200 -0.538 -0.237
O -1.982 0.229 -0.799
H -0.522 -1.940 0.800
H -1.818 -2.543 1.429
O -1.339 -1.722 1.277
H 0.347 -1.406 -3.088
H -0.474 -1.136 -1.851
O 0.416 -1.001 -2.215
```

## Properties
Gap between HOMO and LUMO, eV: 8.606
HOMO energy, eV: -8.2
LUMO level, eV: 0.449
Energy, eV: -11964.180

No. 3
Here is a cluster of 4 separate species, C2H13NO4 in total from the OMol25 dataset. Energies are from the ωB97M-V functional and the def2-TZVPD basis.

The geometry in XYZ format:
```
20
Properties=species:S:1:pos:R:3
C -0.455 1.941 -0.404
O -0.231 0.606 -0.989
C -1.980 2.356 -0.434
N -2.741 1.518 0.518
H -0.120 1.962 0.639
H 0.264 2.639 -0.910
H 0.036 -0.294 -0.628
H -2.207 3.396 -0.220
H -2.325 2.000 -1.433
H -2.718 0.540 0.387
H -3.712 1.571 0.783
H 2.057 -2.519 1.848
H 3.149 -3.441 1.789
O 2.971 -2.463 1.860
H -0.879 -2.331 0.420
H -0.408 -0.903 0.637
O -0.125 -1.787 0.720
H 3.086 -0.882 -1.829
H 2.789 -2.197 -1.220
O 3.546 -1.710 -1.533
```

## Properties
Gap between HOMO and LUMO, eV: 9.486
HOMO energy, eV: -9.2
LUMO level, eV: 0.292
Energy, eV: -11962.983

No. 4
Here is a cluster of 4 separate species, C2H13NO4 in total from the OMol25 dataset. Energies are from the ωB97M-V functional and the def2-TZVPD basis.

The geometry in XYZ format:
```
20
Properties=species:S:1:pos:R:3
C 0.396 -2.107 -1.851
N 0.513 -0.982 -0.897
C -0.668 -0.431 -0.273
O -1.821 -1.365 0.120
H 1.432 -2.261 -2.250
H 0.266 -3.112 -1.384
H -0.269 -1.861 -2.686
H 1.391 -0.525 -1.016
H -1.194 0.202 -0.963
H -0.430 0.019 0.667
H -1.238 -2.120 0.390
H 4.134 0.118 -0.056
H 3.907 -0.915 0.978
O 3.560 -0.645 0.056
H -0.980 5.895 0.668
H -0.006 6.873 0.760
O -0.142 5.977 0.914
H -2.948 -0.897 1.510
H -2.611 -0.800 2.962
O -3.293 -1.064 2.350
```

## Properties
Gap between HOMO and LUMO, eV: 9.102
HOMO energy, eV: -8.6
LUMO level, eV: 0.491
Energy, eV: -11962.973

The highest HOMO energy belongs to which entry?
number 2